Entry 1:
Formula: C9H33N2O11
Source: the OMol25 dataset
Level of theory: ωB97M-V/def2-TZVPD

Properties
molar mass = 345.4 u
E_tot = -1299.78169 hartree
lowest unoccupied orbital energy = 2.655 eV
E_HOMO = -5.756 eV
energy above the lowest of the compared OMol25 structures with the same formula, charge and spin = 17.4 kcal/mol

Geometry as ORCA input:
```
! RIJCOSX wB97M-V def2-TZVPD def2/J DEFGRID3
* xyz -1 1
N -1.57857 0.90841 2.23997
O -2.08412 2.01169 2.57187
O -1.06196 0.31984 3.13249
O -1.47380 0.44740 1.09367
C 0.92912 0.33385 -3.57857
C 0.40456 -0.68234 -2.58754
C 0.63788 -2.04923 -3.23379
C 2.06920 -2.48611 -3.15342
C 2.65960 -2.64028 -1.75302
C 2.39893 -1.27563 -1.02441
N 1.04480 -0.71518 -1.25588
O 0.72493 0.36878 -0.51783
C 2.38067 -1.60278 0.51952
C 3.60321 -0.32842 -1.41233
C -1.08947 -0.46097 -2.56281
H 1.05363 1.24279 -2.98999
H 0.24800 0.42511 -4.42465
H 1.89785 0.14111 -4.03955
H 0.03132 -2.80572 -2.73588
H 0.46157 -2.03270 -4.30931
H 2.64623 -1.89752 -3.86666
H 2.26792 -3.44695 -3.62819
H 3.69918 -2.93614 -1.89381
H 2.16571 -3.41957 -1.17260
H 2.19809 -0.70996 1.11754
H 1.74907 -2.42531 0.85515
H 3.37550 -1.86244 0.88143
H 3.56034 -0.14829 -2.48649
H 3.60335 0.67921 -0.99667
H 4.55122 -0.77384 -1.11075
H -1.59024 -0.62785 -3.51648
H -1.31987 0.54821 -2.22140
H -1.56204 -1.11798 -1.83265
H 0.11314 0.02846 0.13904
O 0.71459 3.22676 0.71757
H 0.45829 2.42769 0.25711
H 0.05802 3.87364 0.45932
O -4.00746 -0.74423 0.29805
H -4.48856 -0.19676 -0.32246
H -3.25650 -0.21024 0.55717
O 0.85881 0.77454 4.85351
H 0.11322 0.79732 4.25368
H 1.62365 0.89299 4.29029
O -0.85630 3.08834 4.88302
H -0.33244 2.38967 5.27504
H -1.32222 2.66365 4.16275
O -0.89580 -2.39370 2.39616
H -0.34812 -2.74995 3.09570
H -0.79718 -1.44477 2.47383
O -3.60571 3.01138 0.47055
H -3.11425 2.41518 1.03558
H -2.98412 3.70755 0.25792
O -5.61710 2.21609 3.18593
H -6.08878 2.48878 3.97294
H -4.82700 2.75642 3.18035
*
```

***

Entry 2:
Formula: C9H34N2O9
Source: the OMol25 dataset
Level of theory: ωB97M-V/def2-TZVPD

Properties
molar mass = 314.4 u
E_tot = -1149.86198 hartree
lowest unoccupied orbital energy = -0.111 eV
E_HOMO = -7.796 eV
energy above the lowest of the compared OMol25 structures with the same formula, charge and spin = 1.6 kcal/mol

Geometry as ORCA input:
```
! RIJCOSX wB97M-V def2-TZVPD def2/J DEFGRID3
* xyz 0 1
N -0.21508 1.37711 -0.27617
H -0.57380 0.97890 -1.16003
H -0.00544 2.37305 -0.41220
H 0.69755 0.95156 -0.03721
H -0.92445 1.18836 0.44297
N 2.13459 4.18768 -1.23504
O 1.23797 3.59098 -0.55962
O 1.95848 4.36601 -2.44553
O 3.15784 4.57240 -0.66592
C 3.05858 -0.86276 -3.39233
C 2.03222 -1.98749 -3.30580
C 1.70873 -2.30104 -1.85803
O 0.80216 -1.55918 -3.91424
H 3.95155 -1.12663 -2.81944
H 2.66686 0.04077 -2.92185
H 3.36585 -0.65408 -4.41717
H 2.41491 -2.88807 -3.79220
H 2.61641 -2.56743 -1.32126
H 0.99859 -3.13279 -1.79997
H 1.18828 -1.48665 -1.35123
H 0.93560 -1.41220 -4.85640
C 1.45197 -3.75681 3.65614
C 1.27268 -2.70108 2.57045
C 0.08201 -3.01271 1.67729
O 1.07509 -1.41767 3.21813
H 0.52546 -3.83917 4.23165
H 2.23657 -3.45161 4.34659
H 1.67773 -4.74666 3.25906
H 2.17799 -2.62485 1.96851
H -0.81164 -3.25029 2.26239
H 0.30495 -3.86816 1.03669
H -0.19625 -2.18302 1.02343
H 0.20871 -1.48052 3.63449
C -4.11008 2.08605 2.30431
C -3.68271 1.03225 1.29858
C -3.79581 1.49228 -0.13750
O -2.31778 0.63845 1.51271
H -3.93519 1.76948 3.33272
H -5.14919 2.39621 2.19220
H -3.53874 3.00281 2.12185
H -4.32416 0.15310 1.43545
H -3.28064 2.44252 -0.29890
H -4.83119 1.68269 -0.42877
H -3.43466 0.71528 -0.81168
H -2.26943 0.16864 2.35061
O 1.98421 0.04952 0.88733
H 1.73295 -0.54748 1.61093
H 2.84373 0.40349 1.13889
O -1.56978 4.44050 -0.12677
H -0.60465 4.34525 -0.12471
H -1.79901 4.56995 0.79830
O -0.60726 0.65889 -2.96439
H 0.06276 -0.03455 -3.13139
H -0.58611 1.21866 -3.74594
*
```

***

Entry 3:
Formula: C9H34N8O8
Source: the OMol25 dataset
Level of theory: ωB97M-V/def2-TZVPD

Properties
molar mass = 382.4 u
E_tot = -1403.18099 hartree
structure (SMILES) = NC(N)=O.NC(N)=O.NC(N)=O.NC(N)=O.CCO.CO.CO.CO
lowest unoccupied orbital energy = -0.013 eV
E_HOMO = -8.851 eV
energy above the lowest of the compared OMol25 structures with the same formula, charge and spin = 132.8 kcal/mol

Geometry as ORCA input:
```
! RIJCOSX wB97M-V def2-TZVPD def2/J DEFGRID3
* xyz 0 1
C 2.52798 -0.02993 -3.46090
C 2.06798 -1.38993 -4.03590
O 0.77198 -1.76893 -3.61690
H 1.80798 0.76907 -3.84990
H 3.52898 0.28407 -3.81290
H 2.53698 0.04007 -2.34790
H 2.81298 -2.19093 -3.85290
H 2.00398 -1.35193 -5.10090
H 0.87298 -2.25493 -2.77790
C 0.24298 -3.13093 0.06110
O 1.24198 -2.84493 -0.88690
N 0.25298 -4.17493 0.77510
N -0.73502 -2.33693 0.25110
H 0.89898 -4.93793 0.48510
H -0.13402 -4.25393 1.73510
H -0.78302 -1.65693 -0.41090
H -1.59502 -2.55193 0.79910
C 2.59598 -0.13993 1.55610
O 2.09398 0.69907 0.53410
N 3.10398 0.26707 2.68810
N 2.67098 -1.38493 1.32410
H 3.20598 1.32607 2.82910
H 3.68698 -0.26793 3.31010
H 2.25398 -1.79293 0.54810
H 3.11498 -1.96293 1.96910
C 2.04298 3.51507 2.83610
O 1.77698 4.46107 3.77210
N 1.15298 2.93107 2.05910
N 3.15098 2.90307 2.74610
H 0.20298 3.02607 2.30710
H 1.46298 2.27507 1.36010
H 3.76598 3.43507 3.42210
H 3.44898 2.85707 1.74110
C -3.50902 -0.69593 -2.62390
O -4.88402 -0.98793 -2.90990
N -2.60602 -0.42993 -3.52590
N -3.03302 -0.63293 -1.41590
H -3.01402 -0.50293 -4.45990
H -1.68002 -0.05793 -3.32190
H -3.49102 -1.18693 -0.63590
H -2.03902 -0.30593 -1.27290
C -1.23802 0.02107 2.34910
O -0.64502 -1.24393 2.56910
H -1.97002 -0.05793 1.61110
H -0.42302 0.72507 2.03310
H -1.66602 0.43607 3.21210
H -0.44002 -1.66693 1.70110
C -4.03202 1.94207 0.86910
O -4.12602 1.55807 2.21110
H -3.34402 2.84907 0.77710
H -4.93802 2.31807 0.44210
H -3.75302 1.14107 0.22210
H -4.85602 0.97607 2.32410
C -0.62502 1.54007 -0.95990
O -0.32002 0.14007 -0.89090
H -0.75102 1.93207 0.03710
H -1.45802 1.80507 -1.55990
H 0.30498 1.91507 -1.36290
H 0.48298 0.10507 -0.37390
*
```

***

Entry 4:
Formula: C9H34O9PS
Source: the OMol25 dataset
Level of theory: ωB97M-V/def2-TZVPD

Properties
molar mass = 349.4 u
E_tot = -1779.61649 hartree
lowest unoccupied orbital energy = -2.949 eV
E_HOMO = -12.257 eV
energy above the lowest of the compared OMol25 structures with the same formula, charge and spin = 0.0 kcal/mol

Geometry as ORCA input:
```
! RIJCOSX wB97M-V def2-TZVPD def2/J DEFGRID3
* xyz 1 1
O 3.02824 -3.08487 2.85063
S 4.22098 -2.51395 2.29936
O 5.07887 -3.38655 1.62934
O 5.04811 -1.82258 3.44559
C 3.74639 -1.26331 1.15030
C 2.70001 -0.29551 1.67984
C 1.37395 -0.89766 2.18100
P 0.72361 -2.31747 1.28638
H 4.42736 -1.27992 3.97313
H 3.45309 -1.75848 0.23706
H 4.63739 -0.69813 0.91377
H 3.13100 0.31626 2.45959
H 2.47011 0.38716 0.87536
H 0.62646 -0.11922 2.07463
H 1.43086 -1.12404 3.23379
H 0.12737 -3.16957 2.20612
H 1.66921 -3.07084 0.60878
H -0.29498 -1.95724 0.41151
C 0.73716 3.35901 1.48644
O 1.81751 2.55692 1.01616
H 0.24206 2.83524 2.30184
H 1.10879 4.31630 1.85939
H 0.01893 3.52717 0.68272
H 2.24540 3.05053 0.30450
C -1.51685 -2.91694 -2.23824
O -1.40287 -3.76142 -1.07776
H -1.47674 -1.88182 -1.90328
H -0.68652 -3.10404 -2.92216
H -2.46074 -3.08939 -2.74636
H -1.43223 -4.67576 -1.38018
C -2.00412 2.84908 -2.02734
O -0.61706 3.01830 -1.70142
H -2.59041 3.31336 -1.23885
H -2.23109 3.33828 -2.97667
H -2.26153 1.78998 -2.09294
H -0.10364 2.60819 -2.40420
C -5.17461 0.11709 -2.33189
O -3.77585 0.00371 -2.59610
H -5.47454 1.13176 -2.57673
H -5.74521 -0.58042 -2.94833
H -5.39090 -0.07330 -1.27786
H -3.51687 -0.89942 -2.38120
C -5.76453 -3.40292 -1.29810
O -4.35732 -3.32724 -1.54149
H -6.26771 -2.90936 -2.12426
H -6.09762 -4.44110 -1.25233
H -6.02828 -2.89450 -0.36826
H -3.90157 -3.76358 -0.81358
C 4.78774 5.31739 0.83182
O 3.45574 4.99214 0.43024
H 5.46970 4.78488 0.17551
H 4.97008 6.38904 0.73866
H 4.97090 5.00825 1.86351
H 2.85679 5.47056 1.01257
*
```

***

Entry 5:
Formula: C9H36N16O9
Source: the OMol25 dataset
Level of theory: ωB97M-V/def2-TZVPD

Properties
molar mass = 512.5 u
E_tot = -1917.94480 hartree
<S²> = 0.750
lowest unoccupied orbital energy (alpha / beta) = 2.227 / 2.196 eV
E_HOMO (alpha / beta) = -0.138 / -6.726 eV

Geometry as ORCA input:
```
! RIJCOSX wB97M-V def2-TZVPD def2/J DEFGRID3
* xyz -1 2
C -9.55474 21.16426 24.16925
O -10.05840 20.80285 25.41005
H -10.38983 21.37164 23.50013
H -8.87319 22.01297 24.22638
H -9.06452 20.26764 23.78995
H -10.08273 21.50137 26.06813
C -2.14867 24.84603 23.70536
O -3.29959 24.97627 24.17007
N -1.79222 25.45965 22.62214
N -1.23035 24.07871 24.14926
H -2.48231 25.96537 22.08536
H -0.87455 25.20829 22.28333
H -0.30159 24.19142 23.76873
H -1.55637 23.65798 25.00763
C -5.89621 22.32310 22.48713
O -5.60128 22.79160 21.42285
N -6.51103 21.18918 22.63876
N -5.53131 22.74607 23.67667
H -6.65269 20.70139 21.76578
H -6.17600 20.59592 23.38434
H -4.71924 23.34500 23.63274
H -5.82571 22.20747 24.47876
C -5.54578 22.32514 17.23403
O -6.44156 22.59598 16.48980
N -5.65461 22.53249 18.51519
N -4.30843 22.06894 16.79759
H -6.47868 22.74357 19.05966
H -4.84483 22.62494 19.11169
H -3.95855 21.97969 15.85435
H -3.52013 21.88767 17.40243
C -3.11945 24.30135 19.72210
O -2.95906 23.17533 19.33792
N -4.12885 24.68418 20.51394
N -2.35835 25.34262 19.40270
H -4.10354 25.62468 20.88125
H -4.71544 23.99797 20.96686
H -1.57702 25.26962 18.76686
H -2.61677 26.18192 19.90160
C -6.00506 26.66958 26.18786
O -6.01178 27.70926 25.62111
N -5.28334 25.67561 25.90365
N -6.68046 26.38226 27.26557
H -5.42627 24.86492 26.48884
H -4.59646 25.56812 25.17102
H -7.41839 27.04118 27.46900
H -6.62194 25.50050 27.75462
C -3.71974 20.53367 26.43570
O -4.80604 21.04581 26.07492
N -2.64384 21.14621 26.76292
N -3.45854 19.22805 26.47731
H -1.75911 20.69899 26.95617
H -2.74582 22.15099 26.75233
H -2.65374 18.92127 27.00483
H -4.13059 18.56880 26.11146
C -8.36013 22.83573 27.64759
O -9.56934 22.92967 27.44738
N -7.69788 23.36831 28.65096
N -7.49323 22.18439 26.93401
H -8.21272 23.87788 29.35478
H -6.71805 23.57596 28.52094
H -6.49727 22.20389 27.10069
H -7.84814 21.59102 26.19777
C -7.62441 17.75917 24.00028
O -6.79878 18.62206 24.06729
N -8.82550 17.88174 24.33021
N -7.39775 16.52557 23.72128
H -9.43259 17.12091 24.59979
H -8.99769 18.85313 24.54663
H -6.46672 16.21587 23.48176
H -8.19595 15.93588 23.53358
*
```

***

Entry 6:
Formula: C9H36N18O9
Source: the OMol25 dataset
Level of theory: ωB97M-V/def2-TZVPD

Properties
molar mass = 540.5 u
E_tot = -2027.62642 hartree
structure (SMILES) = NC(N)=O.NC(N)=O.NC(N)=O.NC(N)=O.NC(N)=O.NC(N)=O.NC(N)=O.NC(N)=O.NC(N)=O
lowest unoccupied orbital energy = 0.364 eV
E_HOMO = -8.082 eV
energy above the lowest of the compared OMol25 structures with the same formula, charge and spin = 60.2 kcal/mol

Geometry as ORCA input:
```
! RIJCOSX wB97M-V def2-TZVPD def2/J DEFGRID3
* xyz 0 1
C 16.30406 10.23705 -31.83505
O 16.77595 9.96337 -30.75627
N 15.48856 9.35710 -32.54369
N 16.56062 11.40919 -32.47373
H 14.92679 8.79603 -31.92031
H 14.91910 9.80968 -33.24520
H 16.18713 11.56001 -33.39173
H 17.22790 12.04074 -32.07199
C 17.40087 4.01322 -28.95807
O 17.43963 3.30811 -27.95614
N 17.91708 5.27950 -28.98590
N 16.80200 3.62202 -30.12961
H 17.70249 5.81934 -29.80254
H 18.51214 5.50256 -28.20908
H 16.57209 4.31041 -30.82147
H 16.61850 2.65430 -30.30606
C 23.28436 5.25615 -30.73961
O 22.19177 5.43999 -31.25591
N 24.24036 4.45151 -31.31800
N 23.71167 5.92469 -29.64411
H 24.11706 4.11370 -32.25302
H 25.00538 4.09881 -30.77313
H 23.25702 6.77937 -29.36412
H 24.56121 5.68574 -29.16665
C 19.77849 11.71802 -29.43646
O 18.92036 11.14912 -28.79791
N 20.25651 12.94634 -29.02906
N 20.59819 11.06601 -30.32739
H 20.97738 13.40275 -29.55083
H 19.74140 13.28769 -28.23985
H 20.57145 10.07176 -30.49732
H 21.19127 11.65238 -30.88747
C 19.48613 7.92350 -29.26759
O 18.83313 8.31269 -28.32635
N 19.21963 8.34267 -30.55369
N 20.62340 7.16401 -29.13426
H 18.34839 8.86226 -30.64512
H 19.60382 7.85539 -31.35498
H 20.92455 6.95125 -28.19509
H 20.94471 6.55249 -29.86706
C 21.54772 8.58480 -33.20182
O 22.42264 9.04373 -32.48777
N 21.06605 9.29025 -34.27102
N 20.90238 7.40580 -32.93220
H 21.39004 10.23723 -34.32998
H 20.32738 8.94929 -34.85499
H 20.31760 6.97930 -33.62836
H 21.41225 6.82066 -32.27749
C 20.93758 4.15598 -27.05648
O 21.72363 5.00603 -26.66075
N 20.95344 3.69242 -28.34145
N 20.02337 3.50797 -26.27273
H 21.73223 3.94211 -28.92082
H 20.30360 2.99990 -28.66499
H 19.48919 2.78509 -26.71520
H 19.99916 3.82531 -25.32288
C 16.70486 6.62834 -25.42994
O 16.80349 7.56254 -26.19190
N 17.04417 6.66023 -24.09779
N 16.31359 5.38185 -25.84041
H 17.38157 5.83156 -23.64487
H 17.22996 7.53227 -23.63947
H 16.13594 5.25126 -26.81743
H 16.03753 4.69230 -25.16836
C 20.11427 10.33964 -25.75179
O 18.91568 10.26723 -25.89552
N 20.87681 9.20896 -25.86787
N 20.79063 11.48057 -25.41460
H 20.32024 8.37816 -25.99044
H 21.87068 9.10498 -25.93188
H 20.25538 12.31594 -25.27687
H 21.77177 11.49883 -25.21577
*
```

***

Entry 7:
Formula: C9H3BrNO3PbS4
Source: the OMol25 dataset
Level of theory: ωB97M-V/def2-TZVPD

Properties
molar mass = 588.5 u
E_tot = -4985.04071 hartree
lowest unoccupied orbital energy = 2.582 eV
E_HOMO = -4.600 eV
energy above the lowest of the compared OMol25 structures with the same formula, charge and spin = 2.3 kcal/mol

Geometry as ORCA input:
```
! RIJCOSX wB97M-V def2-TZVPD def2/J DEFGRID3
* xyz -1 1
Pb 1.96688 1.33570 0.11661
Br -1.64434 -0.09633 0.51146
C -0.60515 -1.25783 -0.56173
C -1.22304 -2.40263 -1.03978
C -0.46781 -3.25548 -1.82556
C 0.84775 -2.93572 -2.09475
C 1.38550 -1.76942 -1.57328
N 0.65746 -0.93271 -0.80804
C 2.86544 -1.43518 -1.88655
O 3.43508 -2.26355 -2.60303
O 3.30648 -0.36447 -1.39368
H -2.25630 -2.60096 -0.79562
H -0.90961 -4.16279 -2.22158
H 1.50089 -3.54885 -2.69770
O -3.34104 4.37010 3.86233
C -2.42691 3.88516 3.24049
S -2.08679 4.22886 1.54126
C -0.65244 3.22128 1.38353
C -0.26581 2.54948 2.47546
S 1.08200 1.45985 2.64563
S -1.24396 2.76386 3.92256
S 0.07572 3.21160 -0.19802
*
```

***

Entry 8:
Formula: C9H4AlCeCl2N2O3
Source: the OMol25 dataset
Level of theory: ωB97M-V/def2-TZVPD

Properties
molar mass = 426.1 u
E_tot = -2316.77589 hartree
<S²> = 0.752
lowest unoccupied orbital energy (alpha / beta) = -18.281 / -18.208 eV
E_HOMO (alpha / beta) = -21.574 / -21.574 eV
energy above the lowest of the compared OMol25 structures with the same formula, charge and spin = 74.2 kcal/mol

Geometry as ORCA input:
```
! RIJCOSX wB97M-V def2-TZVPD def2/J DEFGRID3
* xyz 4 2
Ce 0.17636 0.10989 -3.91884
Al -0.26090 -0.05780 -0.73724
Cl -1.32537 1.48460 -1.81334
Cl 1.70766 -0.42436 -1.68032
C -1.30224 -1.88963 -0.56499
C 0.14988 0.71866 -6.26973
C 0.38633 -0.90192 -6.12296
O -1.71271 -2.95524 -0.76343
O 0.09330 1.43500 -7.22448
O 0.59723 -1.69746 -6.99686
N 0.48908 0.34590 6.42981
C 0.31760 0.35463 5.26937
C 0.17532 0.36889 3.83288
C 1.30110 0.11523 3.05297
C 1.17764 0.13787 1.67775
N -0.02290 0.36905 1.07679
C -1.14146 0.56840 1.84358
C -1.06477 0.59072 3.22310
H 2.27261 -0.08920 3.50922
H 2.03187 -0.04387 1.02839
H -2.08440 0.68776 1.32726
H -1.96123 0.77288 3.82106
*
```

***

> Which of these has the lowest E_tot?

C9H3BrNO3PbS4